Molecular formula: C7H19NSi
Method: DFT, the ωB97M-V functional and the def2-TZVPD basis

Geometry as ORCA input:
```
! RIJCOSX wB97M-V def2-TZVPD def2/J DEFGRID3
* xyz 0 1
C 0.695 2.604 -0.620
C 0.518 -1.624 1.108
C 2.684 -1.258 -0.284
C -2.400 0.834 1.316
C 1.098 1.249 0.025
C 1.102 -1.309 -0.324
C 0.565 0.068 -0.701
N -2.831 -1.396 -0.742
Si -2.138 0.175 -0.516
H 1.025 3.478 0.008
H 0.930 2.731 -1.643
H -0.485 2.548 -0.712
H 0.918 -2.495 1.671
H -0.530 -1.987 1.052
H 0.744 -0.621 1.657
H 3.096 -0.836 0.670
H 3.119 -2.294 -0.246
H 2.972 -0.583 -1.191
H -2.440 1.973 1.261
H -3.335 0.494 1.653
H -1.561 0.361 1.895
H 0.888 1.176 1.046
H 2.179 1.279 0.014
H 0.827 -1.987 -1.077
H 0.689 0.149 -1.779
H -2.628 -2.165 -0.231
H -2.866 -1.732 -1.806
H -2.834 1.168 -1.501
*
```

Results
electronic energy	-622.2596	hartree
energy relative to the best compared isomer or geometry (same formula, charge and spin)	366.0	kJ/mol